Formula: C6H16NO3P
Source: OMol25
Level of theory: the ωB97M-V functional and the def2-TZVPD basis

lowest unoccupied orbital energy	0.844	eV
electronic energy	-860.06369	Ha
total charge	0
gap between HOMO and LUMO	10.23	eV
SMILES string	CC(C)O[P@@](N)(=O)C(C)(C)O
F_max	4.2	eV/A
HOMO level	-0.345	Ha

Structure (XYZ):
```
27
Properties=species:S:1:pos:R:3:forces:R:3
C -1.88453 -0.42454 -0.04756 2.1 1.7 1.1
H -2.56075 1.39797 -0.71868 -1.6 -0.5 -0.4
H 2.75974 -1.93341 0.16091 -0.7 0.5 -0.4
H -3.72742 0.72986 0.38321 -1.3 0.1 1.9
H 4.03928 0.58313 -0.83222 -0.5 0.5 2.0
O -1.55830 -1.44213 -0.98596 1.7 0.5 2.5
H 3.60838 0.08255 0.95981 0.4 0.8 -0.4
H -0.00132 2.71879 1.08480 0.8 1.4 -0.1
H 3.02828 1.73708 0.29022 0.7 -0.7 0.0
H 1.42764 -1.88138 -0.98115 -3.0 -1.6 -0.6
C 3.31875 0.68480 0.07269 0.0 -0.6 -1.2
H -0.49169 1.50116 1.95236 0.4 -1.6 3.3
H -2.20129 -1.40015 -1.62566 -2.2 0.0 -2.7
H -3.57645 -0.07277 -1.19959 -0.5 0.7 0.1
C 2.10784 -0.00927 -0.51251 -0.8 2.4 -0.7
C -2.00846 -1.07042 1.31753 0.8 -2.2 -2.4
N -0.61940 1.95824 1.13316 -1.4 0.3 -2.9
P -0.33079 0.92702 -0.14806 -0.7 -2.6 1.6
O 0.97669 0.06813 0.37868 -1.3 1.1 -0.2
O -0.18599 1.65444 -1.41072 0.1 0.0 -0.5
C -3.08584 0.46388 -0.37618 2.9 -0.1 -3.1
H 1.80690 0.63735 -1.40290 0.5 -1.4 0.6
H 2.96076 -1.66770 -1.49640 1.4 -0.1 -1.6
H -2.74868 -1.89976 1.15118 0.6 0.7 0.5
H -1.02730 -1.49800 1.54150 -0.3 -0.2 0.4
C 2.29697 -1.43464 -0.73142 2.6 -0.5 1.7
H -2.32301 -0.41021 2.04295 -0.7 1.4 1.7
```
Forces are in eV/Å.